No. 1
# C2H8NOSi

A cluster of 2 separate species, C2H8NOSi in total in a non-equilibrium geometry (ωB97M-V/def2-TZVPD, OMol25).

Total energy = -13614.8518 eV
Highest occupied orbital energy (spin up / spin down) = -2.9 / -3.2 eV
Orbital gap (spin up / spin down) = 7.36 / 7.56 eV
Energy relative to the best compared isomer or geometry (same formula, charge and spin) = 690.5 kJ/mol

```
! wB97M-V def2-TZVPD RIJCOSX def2/J DEFGRID3
* xyz -1 1
C 0.42 -1.04 0.92
C 0.15 1.44 -0.99
N -1.84 -0.52 -1.12
O -2.49 -0.41 0.15
Si -0.79 0.20 0.15
H 0.01 -1.35 1.86
H 0.81 -1.93 0.34
H 1.16 -0.45 1.20
H 1.14 1.62 -0.91
H -0.01 1.36 -2.10
H -0.46 2.28 -0.71
H -1.93 -2.24 -1.46
H -0.62 1.22 1.32
*
```

Atomic partial charges in e from the Löwdin method, atoms 1 to 2:
1 C -0.233
2 C -0.239

No. 2
# C20H25N2O3

The ion C20H25N2O3 with charge +1 (ωB97M-V/def2-TZVPD, OMol25).

Total energy = -30262.6519 eV
Highest occupied orbital energy = -10.8 eV
Orbital gap = 8.49 eV
Structure (SMILES) = COc1ccc(-c2cc3ccccc3n2C[C@@H](O)C[NH2+]CCO)cc1
Energy relative to the best compared isomer or geometry (same formula, charge and spin) = 5.4 kJ/mol

```
! wB97M-V def2-TZVPD RIJCOSX def2/J DEFGRID3
* xyz 1 1
C 3.07 5.22 -2.63
O 3.43 3.93 -2.17
C 2.53 3.21 -1.47
C 1.22 3.61 -1.19
C 0.39 2.78 -0.46
C 0.83 1.54 0.00
C -0.04 0.67 0.80
C 0.24 0.11 2.02
C -0.92 -0.59 2.45
C -1.22 -1.34 3.59
C -2.46 -1.92 3.68
C -3.41 -1.77 2.66
C -3.13 -1.04 1.52
C -1.88 -0.45 1.42
N -1.33 0.34 0.43
C -1.89 0.48 -0.89
C -1.26 -0.49 -1.92
O -0.05 0.00 -2.47
C -0.90 -1.86 -1.32
N 0.45 -1.78 -0.72
C 1.01 -3.07 -0.26
C 0.45 -3.46 1.11
O -0.95 -3.60 1.00
C 2.15 1.16 -0.26
C 2.98 1.98 -0.98
H 2.25 5.17 -3.35
H 3.96 5.60 -3.13
H 2.81 5.88 -1.80
H 0.85 4.56 -1.52
H -0.60 3.12 -0.22
H 1.15 0.24 2.57
H -0.49 -1.44 4.38
H -2.72 -2.49 4.55
H -4.37 -2.24 2.76
H -3.88 -0.93 0.75
H -2.96 0.29 -0.83
H -1.75 1.50 -1.25
H -2.00 -0.64 -2.72
H -0.20 0.81 -2.97
H -1.62 -2.17 -0.56
H -0.88 -2.61 -2.11
H 1.03 -1.35 -1.45
H 0.43 -1.10 0.07
H 2.09 -2.99 -0.19
H 0.75 -3.85 -0.98
H 0.91 -4.40 1.42
H 0.70 -2.69 1.85
H -1.32 -3.88 1.84
H 2.53 0.23 0.13
H 4.01 1.70 -1.18
*
```

Atomic partial charges in e from the Löwdin method, atoms 1 to 2:
1 C -0.069
2 O -0.067

No. 3
# CH6O2

A cluster of 2 separate species, CH6O2 in total in a non-equilibrium geometry (ωB97M-V/def2-TZVPD, OMol25).

Total energy = -5228.5146 eV
Highest occupied orbital energy = -10.0 eV
Orbital gap = 10.77 eV
Structure (SMILES) = CO.O
Energy relative to the best compared isomer or geometry (same formula, charge and spin) = 36.3 kJ/mol

```
! wB97M-V def2-TZVPD RIJCOSX def2/J DEFGRID3
* xyz 0 1
C 1.45 -0.32 -0.54
O 0.33 0.53 -0.83
H 1.83 0.06 0.42
H 2.26 -0.28 -1.28
H 1.15 -1.38 -0.40
H 0.09 0.96 0.02
O -2.12 -0.16 0.80
H -2.22 0.35 1.64
H -2.76 0.24 0.18
*
```

Atomic partial charges in e from the Löwdin method, atoms 1 to 2:
1 C -0.158
2 O -0.157

No. 4
# C7H11NO4Se2

A cluster of 2 separate species, C7H11NO4Se2 in total in a non-equilibrium geometry (ωB97M-V/def2-TZVPD, OMol25).

Total energy = -147807.6976 eV
Highest occupied orbital energy = -8.7 eV
Orbital gap = 9.18 eV
Structure (SMILES) = Cn1cccc1[Se]C(O)O.O=C(O)[SeH]
Energy relative to the best compared isomer or geometry (same formula, charge and spin) = 13.0 kJ/mol

```
! wB97M-V def2-TZVPD RIJCOSX def2/J DEFGRID3
* xyz 0 1
C -2.99 1.87 0.69
N -1.76 1.63 0.04
C -0.61 2.35 0.18
C 0.38 1.80 -0.56
C -0.24 0.71 -1.22
C -1.51 0.57 -0.77
Se -2.77 -0.88 -0.88
C -1.86 -2.09 0.49
O -0.67 -2.60 -0.19
O -1.49 -1.36 1.65
H -3.52 1.00 1.12
H -2.78 2.37 1.54
H -3.61 2.54 -0.04
H -0.54 3.12 0.90
H 1.42 2.04 -0.57
H 0.33 -0.11 -1.84
H -2.69 -2.82 0.78
H 0.10 -1.97 0.00
H -1.27 -0.47 1.37
O 5.50 -0.76 -1.07
C 4.58 -1.26 -0.52
O 4.41 -2.61 -0.40
Se 2.84 -0.62 -0.01
H 5.27 -3.08 -0.47
H 3.49 0.64 -0.21
*
```

Atomic partial charges in e from the Löwdin method, atoms 1 to 2:
1 C -0.065
2 N -0.197

No. 5
# CF2N2O4

An isolated molecule of CF2N2O4 in a non-equilibrium geometry (ωB97M-V/def2-TZVPD, OMol25).

Total energy = -17635.1512 eV
Highest occupied orbital energy = -12.2 eV
Orbital gap = 10.74 eV
Structure (SMILES) = O=[N+]([O-])C(F)(F)[N+](=O)[O-]
Energy relative to the best compared isomer or geometry (same formula, charge and spin) = 0.0 kJ/mol

```
! wB97M-V def2-TZVPD RIJCOSX def2/J DEFGRID3
* xyz 0 1
O -1.21 -1.09 1.14
N -1.11 -0.06 0.54
O -1.55 1.03 0.82
C -0.11 -0.03 -0.64
F -0.34 -1.12 -1.37
F -0.24 1.18 -1.15
N 1.25 -0.01 0.06
O 1.69 -1.06 0.34
O 1.62 1.14 0.26
*
```

Atomic partial charges in e from the Löwdin method, atoms 1 to 2:
1 O 0.151
2 N -0.307

No. 6
# C4H7F

An isolated molecule of C4H7F in a non-equilibrium geometry (ωB97M-V/def2-TZVPD, OMol25).

Total energy = -6974.7585 eV
Highest occupied orbital energy = -9.7 eV
Orbital gap = 10.54 eV
Structure (SMILES) = C=C(C)CF
Energy relative to the best compared isomer or geometry (same formula, charge and spin) = 331.3 kJ/mol

```
! wB97M-V def2-TZVPD RIJCOSX def2/J DEFGRID3
* xyz 0 1
C 0.63 1.46 0.06
C 0.45 0.20 -0.14
C 1.48 -0.84 0.08
C -0.66 -0.72 -0.02
F -1.82 0.10 0.03
H 1.57 2.02 -0.33
H -0.23 2.28 0.25
H 2.29 -0.14 -0.57
H 1.26 -2.05 -0.31
H 1.47 -0.93 1.18
H -0.60 -1.50 0.59
H -0.76 -1.23 -1.06
*
```

Atomic partial charges in e from the Löwdin method, atoms 1 to 2:
1 C 0.024
2 C -0.476

No. 7
# C35H51AuN6OTe

A structure of composition C35H51AuN6OTe (ωB97M-V/def2-TZVPD, OMol25).

Total energy = -59068.8313 eV
Highest occupied orbital energy (spin up / spin down) = -15.2 / -15.2 eV
Orbital gap (spin up / spin down) = 8.20 / 5.70 eV

```
! wB97M-V def2-TZVPD RIJCOSX def2/J DEFGRID3
* xyz 3 4
Au 0.59 -2.36 1.72
C -1.08 -1.44 4.26
C -1.78 -2.49 3.40
N -0.82 -3.50 2.87
C -0.15 -4.29 3.95
C 1.32 -4.61 3.69
N 2.08 -3.44 3.24
C 2.51 -2.43 4.21
C 1.36 -1.61 4.82
N 0.32 -1.19 3.85
H -1.65 -0.51 4.19
H -1.10 -1.72 5.32
H -2.56 -2.99 3.99
H -2.26 -2.02 2.54
H -1.34 -4.13 2.27
H -0.26 -3.73 4.88
H -0.70 -5.22 4.10
H 1.74 -5.05 4.60
H 1.39 -5.36 2.91
H 2.89 -3.74 2.72
H 3.07 -2.88 5.04
H 3.18 -1.76 3.67
H 0.88 -2.17 5.62
H 1.80 -0.73 5.29
H 0.45 -0.23 3.57
C 0.92 -2.79 -2.98
C 1.02 -2.26 -1.53
N 0.13 -3.02 -0.64
C 0.44 -4.46 -0.74
C 0.18 -4.99 -2.17
N -0.19 -3.80 -3.02
C -1.47 -3.18 -2.53
C -1.27 -2.79 -1.05
H 1.83 -3.29 -3.31
H 0.67 -2.00 -3.68
H 0.73 -1.21 -1.49
H 2.04 -2.34 -1.16
H -0.17 -5.01 -0.02
H 1.49 -4.60 -0.46
H -0.65 -5.69 -2.21
H 1.05 -5.45 -2.61
H -0.32 -4.12 -3.98
H -2.26 -3.92 -2.67
H -1.67 -2.32 -3.16
H -1.93 -3.37 -0.41
H -1.50 -1.73 -0.91
C -4.20 7.39 -1.55
C -3.28 6.25 -1.22
C -2.04 6.11 -1.84
C -1.18 5.06 -1.55
C 0.15 4.99 -2.24
C -1.61 4.12 -0.60
Te -0.27 2.59 -0.07
N 0.71 0.55 1.01
C 1.90 0.08 0.85
O 2.11 -1.20 0.94
C 3.08 0.93 0.53
C 3.14 2.26 0.94
C 4.25 3.03 0.62
C 5.29 2.49 -0.12
C 5.23 1.16 -0.52
C 4.13 0.38 -0.19
C -0.25 1.54 -1.88
C 1.02 1.33 -2.43
C 1.15 0.74 -3.68
C 0.00 0.36 -4.37
C -1.25 0.54 -3.80
C -1.41 1.14 -2.55
C -2.80 1.37 -2.01
C -2.83 4.23 0.06
C -3.31 3.26 1.11
C -3.66 5.30 -0.27
H -3.72 8.09 -2.23
H -4.48 7.93 -0.65
H -5.11 7.03 -2.02
H -1.73 6.86 -2.56
H 0.30 5.87 -2.87
H 0.24 4.12 -2.89
H 0.98 4.98 -1.53
H 2.36 2.68 1.56
H 4.31 4.06 0.96
H 6.15 3.09 -0.38
H 6.05 0.73 -1.09
H 4.09 -0.66 -0.49
H 1.90 1.66 -1.90
H 2.13 0.62 -4.12
H 0.08 -0.06 -5.36
H -2.14 0.26 -4.36
H -3.50 0.65 -2.44
H -3.16 2.36 -2.27
H -2.84 1.28 -0.92
H -2.53 2.55 1.42
H -4.16 2.68 0.74
H -3.64 3.79 2.00
H -4.61 5.40 0.23
*
```

Atomic partial charges in e from the Löwdin method, atoms 1 to 2:
1 Au 1.138
2 C -0.170